# 1
Computed, not measured: a 12-piece molecular cluster, C24H36N12 overall, with wB97M-V/def2-TZVPD.

The geometry in XYZ format:
```
72
Properties=species:S:1:pos:R:3:forces:R:3
C 0.20535 2.87983 2.97081 1.71 1.30 3.31
C 1.57002 3.21072 3.49366 0.36 0.35 0.74
N 2.64672 3.39080 3.90408 -1.86 -0.25 -0.82
H 0.26807 2.21118 2.11228 1.18 1.09 2.64
H -0.40484 3.70227 2.59748 1.31 0.80 1.15
H -0.41524 2.46982 3.76759 0.28 -0.38 0.28
C 1.35091 0.63504 -3.36934 -0.19 -0.52 -0.46
C 1.41555 2.04381 -3.07253 0.19 3.40 0.29
N 1.38278 3.20034 -2.86751 0.18 -3.00 -0.34
H 0.76359 0.17842 -2.57269 0.61 0.48 -1.26
H 2.32343 0.14546 -3.42040 -0.02 0.29 -0.23
H 0.80157 0.48072 -4.29806 0.16 0.02 -0.11
C -0.47113 0.61886 0.27575 0.12 -1.22 -2.65
C 0.80250 0.12728 -0.36645 -1.24 2.40 1.71
N 1.75264 -0.26024 -0.89501 -5.22 3.26 3.11
H -1.06786 -0.29145 0.33357 0.93 0.65 -0.42
H -1.04673 1.20813 -0.43807 1.03 -0.17 0.74
H -0.46286 1.10037 1.25359 0.54 -1.22 -1.99
C -1.55745 -4.27522 0.39955 -0.72 0.99 0.55
C -1.16033 -2.88888 0.75655 0.57 0.58 1.32
N -0.85936 -1.79530 1.05536 -0.27 -7.37 -4.29
H -0.80183 -5.01728 0.65742 0.01 0.37 -0.43
H -1.82206 -4.20013 -0.65518 0.30 -0.63 -0.13
H -2.45666 -4.54649 0.95267 -0.15 0.22 0.05
C -1.03742 -0.44733 2.67162 -5.17 -0.22 4.82
C -1.68091 -0.93221 3.93648 -0.75 0.37 0.05
N -2.19213 -1.24416 4.93051 0.62 0.17 -0.99
H -1.78464 -0.34548 1.88461 1.01 -1.42 2.34
H -0.23322 -1.14947 2.45172 -0.64 1.15 1.19
H -0.71320 0.58902 2.76635 -2.31 -1.06 1.74
C -1.63445 2.47983 -2.20092 0.38 -1.46 -1.02
C -1.37918 1.00268 -2.30066 -1.58 2.30 -0.84
N -1.20245 -0.11459 -2.43746 -1.51 0.88 -0.94
H -2.70138 2.70031 -2.23494 0.36 -0.28 -0.01
H -1.19996 2.85200 -3.12871 0.37 0.63 0.51
H -1.17254 2.77061 -1.25742 0.18 0.77 -0.72
C 3.18451 1.09266 1.83821 1.03 -0.38 0.41
C 1.82774 0.76272 2.18357 1.94 -0.87 -0.67
N 0.75427 0.44980 2.41427 8.29 1.28 -0.03
H 3.57694 1.60552 2.71632 0.27 0.39 -0.39
H 3.32924 1.62149 0.89614 -0.42 0.39 0.27
H 3.78183 0.18696 1.73329 -0.19 -0.30 0.07
C -0.03074 -2.02603 -1.91642 0.04 -3.21 -0.77
C -0.54962 -2.57130 -3.21027 -0.18 1.09 -0.15
N -1.00365 -2.90858 -4.21964 0.51 0.04 0.96
H -0.85285 -1.72968 -1.26496 0.47 -0.36 -0.49
H 0.73108 -1.24661 -1.93150 -0.94 -1.37 -1.09
H 0.42868 -2.91893 -1.49243 -0.26 0.53 -0.23
C -3.26190 3.37915 0.51021 1.40 0.19 0.32
C -1.85027 3.03116 0.85552 -0.75 1.47 0.55
N -0.75516 2.79103 1.14078 -4.70 2.38 -6.14
H -3.88151 3.06606 1.35054 -0.30 -0.22 -0.38
H -3.41889 2.86629 -0.43871 -0.64 0.43 0.78
H -3.41963 4.44415 0.33995 0.42 0.09 0.27
C 2.19455 -2.59417 0.24029 -0.45 -2.15 0.68
C 1.53739 -3.80107 -0.25608 1.08 0.93 1.64
N 1.01226 -4.73358 -0.63345 -0.26 -1.77 -0.61
H 2.46906 -2.72513 1.28700 0.17 -0.08 -0.05
H 1.52197 -1.74135 0.14857 0.48 -1.01 0.29
H 3.05869 -2.51924 -0.41983 -0.13 -0.69 1.43
C -3.21832 -0.33948 0.54297 -1.81 0.58 -1.71
C -3.66653 0.60934 -0.49770 -0.32 -0.93 -0.13
N -3.97782 1.35990 -1.31008 -0.77 -1.14 0.25
H -2.49103 0.20085 1.14893 -1.63 0.14 -0.60
H -2.77935 -1.21278 0.06051 0.07 0.41 -0.05
H -4.09700 -0.72624 1.05915 0.12 0.35 0.46
C 3.75330 -0.84671 -1.40735 2.05 -0.08 -1.89
C 4.58580 -1.39778 -2.47800 0.90 -0.16 0.29
N 5.26814 -1.84478 -3.29248 -0.46 0.19 0.21
H 3.19109 0.02705 -1.73683 1.94 -0.17 -0.52
H 4.28906 -0.59344 -0.49252 0.32 -0.08 -0.14
H 2.93318 -1.50656 -1.12433 1.94 0.83 -1.76
```
Forces are in eV/Å.

As for the SMILES: CC#N.CC#N.CC#N.CC#N.CC#N.CC#N.CC#N.CC#N.CC#N.CC#N.CC#N.CC#N. The value obtained for the energy above the lowest of the compared OMol25 structures with the same formula, charge and spin is 460.5 kcal per mole. The HOMO energy comes out at -9.9863 eV. As for the energy: -43330.4243 eV. As for the maximum force: 0.16598 Eh/bohr. The spin multiplicity is 1. The calculation puts the HOMO-LUMO gap at 9.854 eV.



# 2
Computed, not measured: a 12-piece molecular cluster, C24H36N12 overall, with wB97M-V/def2-TZVPD.

The geometry in XYZ format:
```
72
Properties=species:S:1:pos:R:3:forces:R:3
C -3.50376 -1.20369 -7.06351 -0.52 0.54 -0.15
C -4.49806 -0.11012 -7.31930 -0.37 0.35 -0.42
N -5.23021 0.74460 -7.61158 1.16 -1.39 0.60
H -3.14100 -1.18571 -6.03581 -0.02 0.23 -0.10
H -2.67602 -1.07659 -7.76123 0.03 0.08 0.14
H -3.92119 -2.19569 -7.23604 -0.28 0.20 -0.07
C 4.49453 0.63151 -5.04554 -0.65 0.24 -0.08
C 5.34895 1.68653 -4.54817 1.93 2.24 1.06
N 6.10032 2.49385 -4.15772 -1.77 -1.79 -0.87
H 5.13052 -0.02012 -5.64470 -0.43 -0.40 0.21
H 3.67152 1.02461 -5.64238 0.34 0.25 -0.39
H 3.94064 0.18322 -4.22071 0.58 -0.54 0.08
C 3.18134 4.13820 5.46613 0.75 1.18 0.60
C 4.48844 4.84928 5.21968 3.24 0.82 -0.10
N 5.53941 5.39337 5.09542 -4.25 -2.06 0.37
H 3.14688 3.62526 6.42727 0.72 -0.27 -0.09
H 2.87958 3.44320 4.68254 0.05 0.45 -0.07
H 2.49549 4.95782 5.68046 -0.52 -0.12 -0.73
C -6.47003 4.05372 0.14865 0.74 0.06 0.86
C -6.63319 5.35848 -0.46223 -1.15 2.62 -1.59
N -6.80215 6.38853 -0.99639 0.55 -2.55 1.40
H -6.95217 3.96081 1.12180 -0.59 0.23 -0.25
H -5.42533 4.03127 0.45885 0.27 -0.55 -0.44
H -6.75702 3.22541 -0.49914 0.19 0.20 0.00
C 9.95196 1.83389 1.59788 0.04 -0.18 0.17
C 10.45601 1.20314 2.84162 0.46 -0.39 0.46
N 10.85451 0.68876 3.80226 -0.58 0.74 -1.31
H 10.74104 2.13175 0.90743 0.27 -0.02 0.38
H 9.36464 2.72037 1.83721 -0.03 -0.13 0.04
H 9.34459 1.12750 1.03200 -0.17 -0.02 0.27
C -1.75690 6.21659 -6.14937 -0.32 -0.53 -0.50
C -1.43426 5.01712 -5.37420 0.41 -1.69 2.45
N -1.22432 4.10902 -4.66176 -0.43 2.18 -2.02
H -2.65375 5.96926 -6.71735 0.06 0.06 -0.27
H -0.93799 6.41954 -6.83951 -0.12 0.19 0.05
H -2.02795 7.09541 -5.56430 0.40 -0.23 0.30
C -2.96187 -10.88086 2.94588 0.01 0.59 0.73
C -2.38248 -9.56038 2.61368 0.36 0.13 -0.08
N -1.90644 -8.54154 2.34821 -0.50 -0.88 0.24
H -2.24693 -11.69386 2.81936 -0.18 0.11 -0.69
H -3.93025 -10.99041 2.45767 0.34 -0.33 -0.32
H -3.17754 -10.93496 4.01295 -0.03 0.38 0.13
C 0.17512 -0.58351 0.55508 0.20 -0.18 0.05
C 1.59681 -0.60134 0.83778 2.89 0.63 0.69
N 2.74650 -0.52748 1.03266 -2.40 -0.33 -0.40
H -0.23501 0.40439 0.76470 0.03 -0.06 -0.15
H -0.31502 -1.31362 1.19914 -0.16 -0.04 -0.29
H 0.10638 -0.83136 -0.50414 -0.57 -0.02 0.09
C 2.07034 6.57515 0.28090 0.61 -0.62 -0.03
C 0.80574 6.78313 0.93662 -1.42 1.01 0.99
N -0.18020 6.95429 1.51800 0.97 -0.29 -0.68
H 2.07026 6.85872 -0.77158 -0.20 -0.22 0.08
H 2.24276 5.50878 0.42656 0.34 -0.11 -0.54
H 2.90946 7.07812 0.76152 -0.29 0.21 0.19
C -6.40737 -4.98190 1.52306 0.33 0.25 -0.08
C -6.24736 -4.33139 0.22242 -0.57 -1.65 3.26
N -6.16074 -3.73338 -0.72164 0.38 1.76 -3.17
H -7.25959 -4.55118 2.04870 -0.13 -0.22 -0.18
H -5.53079 -4.72995 2.11992 0.07 -0.27 0.01
H -6.49521 -6.06131 1.39962 -0.06 0.13 0.17
C -3.21395 -2.08518 8.63383 -0.26 0.23 -1.55
C -3.45194 -1.42302 7.31122 0.86 -2.33 4.56
N -3.66584 -0.89447 6.35104 -0.75 1.95 -3.72
H -4.15422 -2.54916 8.93173 0.05 0.29 0.32
H -2.84576 -1.31921 9.31635 -0.10 -0.37 0.17
H -2.50808 -2.90064 8.47613 0.20 0.22 0.21
C 3.75882 -5.55607 -2.32160 0.19 -0.08 -0.05
C 3.24246 -5.36645 -3.69344 -1.56 0.08 -2.49
N 2.75297 -5.28346 -4.76352 1.67 -0.15 3.32
H 4.35493 -4.71558 -1.96619 -0.07 0.10 -0.29
H 4.39525 -6.43993 -2.27861 -0.01 0.00 -0.18
H 2.96371 -5.71116 -1.59230 -0.21 0.06 -0.29
```
Forces are in eV/Å.

As for the SMILES: CC#N.CC#N.CC#N.CC#N.CC#N.CC#N.CC#N.CC#N.CC#N.CC#N.CC#N.CC#N. The value obtained for the energy above the lowest of the compared OMol25 structures with the same formula, charge and spin is 71.5 kcal per mole. The HOMO energy comes out at -11.3387 eV. As for the energy: -43347.2914 eV. As for the maximum force: 0.10094 Eh/bohr. The spin multiplicity is 1. The calculation puts the HOMO-LUMO gap at 11.457 eV.



# 3
Computed, not measured: C24H36N2SiZr as an isolated structure, with wB97M-V/def2-TZVPD.

The geometry in XYZ format:
```
64
Properties=species:S:1:pos:R:3:forces:R:3
C 0.33418 2.04745 2.64055 -0.58 1.25 -0.50
C 0.75973 2.61549 1.38649 -0.49 0.38 0.63
C -0.41163 2.88824 0.59614 -0.51 -0.45 0.93
H 1.77869 2.84067 1.06390 -0.38 -0.08 0.29
C -1.55258 2.45992 1.33835 0.79 0.49 0.20
C -1.10723 1.94487 2.60217 0.15 0.57 -0.45
H -1.76663 1.63766 3.41588 0.39 0.07 -0.45
H 0.96230 1.87143 3.51619 -0.18 -0.14 -0.49
H -0.43386 3.29661 -0.40745 0.05 0.01 0.18
H -2.58217 2.56916 0.99314 0.33 -0.21 0.19
Zr -0.14013 0.47124 0.91956 -0.19 -1.84 0.54
C -2.77237 -0.67936 0.64051 -0.38 0.41 1.88
H -2.64743 -0.32792 1.68867 -0.46 -0.40 -0.61
H -3.13636 -1.70922 0.63353 0.09 0.21 0.03
H -3.47670 -0.00911 0.15563 0.26 -0.11 -0.24
Si -0.00323 0.28819 -1.69294 -1.44 -0.25 -0.24
C 1.38570 -0.44090 -2.63771 0.77 -0.34 0.47
C 2.44214 0.42336 -2.98455 -0.16 -0.17 -0.45
H 2.58020 1.36968 -2.44116 -0.09 -0.31 -0.46
C 3.26515 0.09067 -4.06635 0.09 -0.13 0.19
H 4.01961 0.80516 -4.40080 -0.14 -0.32 0.11
C 3.11374 -1.14547 -4.71162 -0.13 0.26 0.23
H 3.75996 -1.39420 -5.55857 -0.30 0.07 0.33
C 2.15293 -2.06037 -4.26004 0.03 -0.19 0.13
H 2.05422 -3.03832 -4.74339 0.11 0.40 0.21
C 1.30132 -1.73014 -3.20201 0.09 0.55 -0.48
H 0.54237 -2.43626 -2.85302 0.18 0.22 -0.28
C -1.25092 0.96769 -2.89365 0.15 0.08 -0.21
C -0.81705 1.35703 -4.17647 -0.17 0.33 -0.21
H 0.22854 1.23655 -4.45289 -0.16 0.04 0.04
C -1.69322 1.93653 -5.10294 0.17 -0.26 0.30
H -1.30844 2.27387 -6.06449 -0.14 -0.14 0.21
C -3.04088 2.09300 -4.77720 0.38 0.05 0.27
H -3.71900 2.57427 -5.48229 0.13 -0.20 0.23
C -3.49072 1.67136 -3.52341 -0.05 -0.17 0.23
H -4.53053 1.82029 -3.24882 0.08 -0.12 -0.10
C -2.62310 1.08817 -2.59598 0.16 0.54 -0.25
H -3.00265 0.76127 -1.62970 0.04 0.16 -0.29
H 0.65255 1.30413 -0.57734 1.00 -0.24 -0.60
H -1.79500 -0.70116 0.16660 0.14 -0.15 -1.13
C -2.07439 -1.88208 3.51359 0.03 -0.55 0.31
N -0.80733 -1.13484 3.43631 0.31 0.21 -0.71
C -0.64884 -0.39117 4.70280 -0.06 -0.02 0.19
C 0.29989 -2.08938 3.26701 0.33 -0.11 0.68
C 1.62815 -1.40296 2.99217 0.17 -0.20 -0.22
N 1.70557 -0.83065 1.60381 -0.06 0.20 0.22
C 2.93297 -0.00245 1.50758 0.43 -0.03 -0.01
C 1.83562 -1.97659 0.66039 0.04 -0.13 -0.19
H -2.08469 -2.49214 4.44207 -0.08 0.19 -0.45
H -2.18510 -2.55855 2.65038 0.06 0.32 0.37
H -2.92350 -1.19799 3.54999 0.08 -0.07 0.03
H -0.60422 -1.09035 5.55352 0.00 0.10 -0.18
H 0.25965 0.21983 4.72488 -0.28 -0.17 -0.08
H -1.51359 0.26153 4.86277 0.21 -0.19 -0.02
H 0.44515 -2.66808 4.19812 -0.14 0.02 -0.20
H 0.05272 -2.82382 2.48668 0.02 0.30 0.19
H 1.84234 -0.60639 3.71596 -0.17 -0.18 -0.23
H 2.44179 -2.14792 3.09375 -0.28 0.33 -0.04
H 3.81546 -0.64666 1.65568 -0.17 0.26 -0.10
H 2.99479 0.48044 0.52265 0.03 -0.22 0.22
H 2.93084 0.76686 2.28590 -0.02 -0.15 -0.15
H 2.63306 -2.64107 1.03951 -0.29 0.16 -0.29
H 0.89623 -2.54475 0.61088 0.27 0.11 -0.04
H 2.09593 -1.63235 -0.34893 -0.06 -0.02 0.29
```
Forces are in eV/Å.

Its net charge is +2. The value obtained for the energy above the lowest of the compared OMol25 structures with the same formula, charge and spin is 0.0 kcal per mole. The HOMO energy comes out at -13.9667 eV. As for the energy: -37594.3968 eV. As for the maximum force: 0.03812 Eh/bohr. The spin multiplicity is 1. The calculation puts the HOMO-LUMO gap at 6.576 eV.